DFT (wB97M-V/def2-TZVPD) results for a cluster of 2 separate species, C4H12NO3 in total at a distorted geometry.

Its energy relative to the best compared isomer or geometry (same formula, charge and spin) is 39.1 kcal/mol. The charge is +1. The total energy comes out at -11967.8985 eV. As for the gap between HOMO and LUMO: 11.79 eV. The LUMO energy comes out at -3.143 eV. As for the HOMO energy: -14.93 eV.

Bonds (Å) are listed after each position.
CARTESIAN COORDINATES (ANGSTROEM)
1 O -2.02 -1.64 -1.90  H11 1.001, H17 0.903
2 O 0.09 2.37 0.53  C6 1.403, H9 1.053
3 O 2.01 2.17 -0.71  C6 1.134
4 N -0.65 0.00 -0.10  C7 1.623, C8 1.461, H13 1.115, H20 1.016
5 C 1.18 -0.43 1.66  C7 1.511, H10 1.140, H12 1.010, H16 1.108
6 C 1.01 1.78 -0.35  O2 1.403, O3 1.134, C8 1.442
7 C -0.08 -0.99 1.05  N4 1.623, C5 1.511, H15 1.122, H19 1.029
8 C 0.40 0.60 -0.92  N4 1.461, C6 1.442, H14 1.103, H18 1.150
9 H 0.28 3.40 0.52  O2 1.053
10 H 0.97 -0.01 2.70  C5 1.140
11 H -1.60 -2.47 -2.25  O1 1.001
12 H 1.61 0.30 1.11  C5 1.010
13 H -1.26 -0.65 -0.77  N4 1.115
14 H 1.15 -0.16 -1.21  C8 1.103
15 H -0.14 -1.98 0.53  C7 1.122
16 H 1.99 -1.14 1.88  C5 1.108
17 H -2.92 -1.69 -1.96  O1 0.903
18 H 0.06 0.89 -1.97  C8 1.150
19 H -0.82 -0.99 1.77  C7 1.029
20 H -1.25 0.65 0.40  N4 1.016

***

DFT (wB97M-V/def2-TZVPD) results for the ion C4H12NO3 with charge +1 at a distorted geometry.

Its energy relative to the best compared isomer or geometry (same formula, charge and spin) is 48.8 kcal/mol. The charge is +1. The total energy comes out at -11967.4817 eV. As for the gap between HOMO and LUMO: 11.42 eV. The LUMO energy comes out at -3.268 eV. As for the HOMO energy: -14.69 eV.

Bonds (Å) are listed after each position.
CARTESIAN COORDINATES (ANGSTROEM)
1 O 0.38 1.41 -0.53  C8 1.371, H18 0.912
2 O -1.69 -1.51 0.18  C7 1.303, H13 0.935
3 O -0.59 0.98 1.48  C8 1.445, H16 1.008
4 N -2.05 0.67 -0.82  C7 1.568, H9 1.125, H14 1.042, H15 0.973
5 C 1.25 -0.51 0.71  C6 1.563, C8 1.524, H11 1.110, H19 1.151
6 C 2.21 -0.82 -0.48  C5 1.563, H10 1.135, H12 1.136, H17 1.113
7 C -1.11 -0.54 -0.46  O2 1.303, N4 1.568, C8 1.723, H20 1.093
8 C 0.08 0.41 0.35  O1 1.371, O3 1.445, C5 1.524, C7 1.723
9 H -1.33 1.51 -1.02  N4 1.125
10 H 2.20 0.12 -1.13  C6 1.135
11 H 0.71 -1.32 1.24  C5 1.110
12 H 2.05 -1.83 -0.97  C6 1.136
13 H -2.04 -1.36 1.03  O2 0.935
14 H -2.55 0.75 0.09  N4 1.042
15 H -2.59 0.44 -1.60  N4 0.973
16 H 0.10 1.05 2.21  O3 1.008
17 H 3.27 -0.82 -0.15  C6 1.113
18 H 0.46 2.27 -0.24  O1 0.912
19 H 1.90 0.02 1.50  C5 1.151
20 H -0.65 -0.91 -1.38  C7 1.093

***

DFT (wB97M-V/def2-TZVPD) results for a cluster of 2 separate species, C4H12NO3 in total at a distorted geometry.

Its energy relative to the best compared isomer or geometry (same formula, charge and spin) is 32.0 kcal/mol. The charge is +2. The expectation value of S² is 0.756. The multiplicity is 2. The total energy comes out at -11954.0135 eV. As for the gap between HOMO and LUMO (spin up / spin down): 9.34 / 4.41 eV. The LUMO energy (spin up / spin down) comes out at -9.664 / -14.594 eV. As for the HOMO energy (spin up / spin down): -19.01 / -19.00 eV.

Bonds (Å) are listed after each position.
CARTESIAN COORDINATES (ANGSTROEM)
1 O -2.66 0.33 -0.93  H9 0.961, H18 0.959
2 O 0.45 3.48 0.21  C6 1.207
3 O -0.76 2.09 1.45  C6 1.324, H14 0.981
4 N 0.35 -0.13 0.40  C5 1.521, C8 1.489, H11 1.047, H17 1.031
5 C 1.24 -1.33 0.09  N4 1.521, C7 1.549, H12 1.096, H13 1.094
6 C 0.19 2.36 0.57  O2 1.207, O3 1.324, C8 1.560
7 C 0.40 -2.42 -0.61  C5 1.549, H10 1.105, H16 1.090, H20 1.087
8 C 1.09 1.14 0.18  N4 1.489, C6 1.560, H15 1.107, H19 1.101
9 H -3.04 -0.55 -1.01  O1 0.961
10 H 0.98 -2.83 -1.46  C7 1.105
11 H -0.59 -0.13 -0.06  N4 1.047
12 H 1.58 -1.75 1.04  C5 1.096
13 H 2.08 -0.97 -0.52  C5 1.094
14 H -0.99 2.86 2.03  O3 0.981
15 H 2.05 1.23 0.71  C8 1.107
16 H -0.42 -1.96 -1.16  C7 1.090
17 H -0.04 -0.16 1.35  N4 1.031
18 H -3.29 0.85 -1.43  O1 0.959
19 H 1.30 1.13 -0.90  C8 1.101
20 H 0.08 -3.23 0.05  C7 1.087

***

DFT (wB97M-V/def2-TZVPD) results for an isolated molecule of C4H12NOPS at a distorted geometry.

Its energy relative to the best compared isomer or geometry (same formula, charge and spin) is 8.4 kcal/mol. The total energy comes out at -28004.6261 eV. As for the gap between HOMO and LUMO: 9.64 eV. The LUMO energy comes out at 0.785 eV. As for the HOMO energy: -8.86 eV.

Bonds (Å) are listed after each position.
CARTESIAN COORDINATES (ANGSTROEM)
1 S -1.97 -1.89 0.67  P2 1.962
2 P -0.86 -0.62 -0.34  S1 1.962, O3 1.759, N4 1.693, C5 1.829
3 O -1.30 1.07 -0.12  P2 1.759, C8 1.386
4 N -1.12 -0.74 -2.01  P2 1.693, H16 0.983, H19 0.986
5 C 0.95 -0.67 -0.10  P2 1.829, C6 1.527, C7 1.486, H12 1.210
6 C 1.62 0.55 -0.74  C5 1.527, H9 1.004, H14 1.049, H18 1.141
7 C 1.33 -0.92 1.31  C5 1.486, H10 1.054, H11 1.198, H17 1.090
8 C -1.73 1.61 1.08  O3 1.386, H13 1.155, H15 1.054, H20 1.136
9 H 1.30 0.68 -1.68  C6 1.004
10 H 2.27 -1.33 1.56  C7 1.054
11 H 0.52 -1.72 1.70  C7 1.198
12 H 1.20 -1.64 -0.78  C5 1.210
13 H -2.09 2.63 0.67  C8 1.155
14 H 1.49 1.45 -0.23  C6 1.049
15 H -2.57 1.18 1.56  C8 1.054
16 H -0.61 -0.21 -2.66  N4 0.983
17 H 1.33 0.00 1.90  C7 1.090
18 H 2.70 0.34 -1.05  C6 1.141
19 H -1.67 -1.44 -2.44  N4 0.986
20 H -0.78 1.65 1.70  C8 1.136

***

DFT (wB97M-V/def2-TZVPD) results for a cluster of 3 separate species, C4H12NOS2 in total at a distorted geometry.

Its energy relative to the best compared isomer or geometry (same formula, charge and spin) is 50.3 kcal/mol. The charge is +1. The total energy comes out at -29542.2902 eV. As for the gap between HOMO and LUMO: 7.50 eV. The LUMO energy comes out at -4.864 eV. As for the HOMO energy: -12.37 eV.

Bonds (Å) are listed after each position.
CARTESIAN COORDINATES (ANGSTROEM)
1 S 3.64 -1.89 -1.31  H13 1.401, H16 1.307
2 S -2.94 -0.25 -1.01  C5 1.783, H12 1.258
3 O -0.67 -0.91 0.18  C5 1.202
4 N -0.08 1.35 1.03  C6 1.334, H14 1.049, H20 1.021
5 C -1.86 -0.75 0.32  S2 1.783, O3 1.202, C8 1.470
6 C 0.26 1.81 -0.17  N4 1.334, C7 1.388, H19 1.099
7 C 1.37 1.31 -0.83  C6 1.388, H10 1.079, H15 1.096, H17 1.148
8 C -2.60 -0.86 1.58  C5 1.470, H9 1.196, H11 1.179, H18 1.024
9 H -2.46 -1.99 1.96  C8 1.196
10 H 2.15 2.01 -1.09  C7 1.079
11 H -1.86 -0.37 2.35  C8 1.179
12 H -2.14 -0.68 -1.88  S2 1.258
13 H 3.79 -3.25 -1.63  S1 1.401
14 H 0.66 0.97 1.67  N4 1.049
15 H 1.62 0.29 -0.50  C7 1.096
16 H 4.90 -1.58 -1.17  S1 1.307
17 H 1.16 1.06 -1.94  C7 1.148
18 H -3.58 -0.55 1.66  C8 1.024
19 H -0.42 2.54 -0.65  C6 1.099
20 H -0.93 1.75 1.43  N4 1.021

***

DFT (wB97M-V/def2-TZVPD) results for a cluster of 2 separate species, C4H12NS in total at a distorted geometry.

Its energy relative to the best compared isomer or geometry (same formula, charge and spin) is 123.2 kcal/mol. The charge is +1. The total energy comes out at -16656.3174 eV. As for the gap between HOMO and LUMO (spin up / spin down): 8.93 / 9.07 eV. The LUMO energy (spin up / spin down) comes out at -3.991 / -3.926 eV. As for the HOMO energy (spin up / spin down): -12.92 / -13.00 eV.

Bonds (Å) are listed after each position.
CARTESIAN COORDINATES (ANGSTROEM)
1 S -0.95 0.31 -0.55  C3 1.823, C5 1.880, C6 1.872
2 N 1.49 -1.98 -0.73  C4 1.350
3 C -2.05 1.76 -0.62  S1 1.823, H11 1.105, H14 1.121, H18 1.096
4 C 2.28 -2.91 -0.15  N2 1.350, H9 1.098, H10 1.077, H15 1.080
5 C 0.54 1.46 -0.59  S1 1.880, H12 1.035, H16 1.107, H17 1.129
6 C -1.11 0.08 1.30  S1 1.872, H7 1.093, H8 1.067, H13 1.164
7 H -1.85 -0.70 1.49  C6 1.093
8 H -1.33 0.96 1.85  C6 1.067
9 H 2.42 -3.75 -0.85  C4 1.098
10 H 1.76 -3.33 0.69  C4 1.077
11 H -2.54 1.86 0.37  C3 1.105
12 H 0.63 1.78 0.38  C5 1.035
13 H -0.05 -0.35 1.54  C6 1.164
14 H -2.88 1.68 -1.37  C3 1.121
15 H 3.24 -2.70 0.30  C4 1.080
16 H 0.42 2.30 -1.30  C5 1.107
17 H 1.44 0.87 -0.94  C5 1.129
18 H -1.45 2.65 -0.81  C3 1.096